1.
Entry from the OMol25 dataset: C6H9NO2 in the gas phase (wB97M-V/def2-TZVPD).

Each line ends with the Löwdin charge.
Atoms and positions in Å:
1 O 1.7885 -1.6605 0.1835  0.085
2 O 2.0246 0.4826 -0.3225  0.055
3 N -1.1239 -1.3789 1.0532  0.033
4 C 0.6938 0.8918 -0.0275  -0.286
5 C 2.4260 -0.7480 -0.2598  -0.356
6 C -1.2235 -1.0128 -0.3627  -0.314
7 C 0.4833 1.9042 0.7599  0.098
8 C -1.8103 0.2900 -0.6135  -0.078
9 C -0.3102 0.1495 -0.8081  -0.184
10 H -2.4531 0.5453 -1.4725  0.118
11 H 0.0485 -0.0701 -1.8083  0.141
12 H 3.4568 -0.8393 -0.6124  0.149
13 H -1.2169 -0.5327 1.6088  0.059
14 H -0.2012 -1.8287 1.2335  0.071
15 H -0.3924 2.5783 0.8104  0.095
16 H -2.0414 0.8363 0.2819  0.095
17 H -1.4492 -1.9338 -0.9437  0.152
18 H 1.3006 2.3267 1.2998  0.067

The value obtained for the HOMO-LUMO gap is 9.5 eV. The energy above the lowest of the compared OMol25 structures with the same formula, charge and spin is 2.393 eV. The LUMO energy is 0.8847 eV. The highest occupied orbital energy comes out at -0.3175 Eh. As for the SMILES: C=C(OC=O)[C@@H]1C[C@@H]1N. The charge is 0.

---

2.
Entry from the OMol25 dataset: C6H9NO2 in the gas phase (wB97M-V/def2-TZVPD).

Each line ends with the Löwdin charge.
Atoms and positions in Å:
1 O 1.9671 0.4511 -0.3135  0.071
2 O -0.9272 -2.7753 1.3751  0.054
3 N 1.1080 -1.7970 1.2192  0.184
4 C -0.2244 -1.8465 1.0173  -0.526
5 C 0.9007 1.0239 -0.3501  -0.427
6 C -0.2013 0.7139 0.6469  -0.088
7 C 0.5680 2.0514 -1.3877  -0.003
8 C -1.8082 -0.7969 -0.5163  0.101
9 C -0.7999 -0.6395 0.3293  -0.216
10 H -0.2913 1.7115 -1.9615  0.088
11 H 0.2234 0.6899 1.6524  0.132
12 H 0.3059 2.9949 -0.9160  0.091
13 H -2.2188 -1.7769 -0.6907  0.077
14 H 1.4136 2.2008 -2.0530  0.087
15 H 1.6854 -1.0894 0.7795  0.068
16 H -0.9807 1.4744 0.5986  0.120
17 H -2.2706 0.0263 -1.0364  0.070
18 H 1.5502 -2.6167 1.6071  0.118

The value obtained for the HOMO-LUMO gap is 10.1 eV. The energy above the lowest of the compared OMol25 structures with the same formula, charge and spin is 0.217 eV. The LUMO energy is 0.6696 eV. The highest occupied orbital energy comes out at -0.3479 Eh. As for the SMILES: C=C(CC(C)=O)C(N)=O. The charge is 0.

---

3.
Entry from the OMol25 dataset: a molecular structure, C6H9NO7Zn (wB97M-V/def2-TZVPD).

Each line ends with the Löwdin charge.
Atoms and positions in Å:
1 Zn -1.1481 0.1170 1.0217  0.830
2 O -2.4391 2.0644 0.9689  -0.036
3 O 0.3642 1.7020 1.2475  -0.085
4 O -2.3299 -0.1775 -2.7268  0.066
5 O 1.1392 -2.6555 2.4093  0.076
6 O -2.3362 -0.1701 -0.4902  -0.106
7 O -3.5099 2.4284 1.3515  0.112
8 O -0.5519 -1.2015 2.2447  -0.107
9 N 0.3732 -0.5541 -0.3423  -0.226
10 C -0.2505 -0.5344 -1.6741  -0.076
11 C 0.5751 -1.9032 0.2248  -0.079
12 C 1.5729 0.2774 -0.2139  -0.148
13 C -1.7709 -0.2667 -1.6577  -0.618
14 C 0.4171 -1.9376 1.7613  -0.619
15 C 1.2024 1.7173 0.0697  -0.170
16 H 2.1024 2.2971 0.2736  0.130
17 H 2.1587 -0.0990 0.6263  0.141
18 H 1.5547 -2.3098 -0.0321  0.133
19 H -0.0938 -1.4831 -2.1910  0.135
20 H 2.1956 0.2313 -1.1129  0.138
21 H 0.1050 2.5999 1.4809  0.109
22 H 0.2030 0.2443 -2.2883  0.129
23 H 0.6618 2.1709 -0.7648  0.129
24 H -0.1953 -2.5577 -0.1862  0.140

The value obtained for the HOMO-LUMO gap (alpha / beta) is 7.1 / 7.0 eV. The LUMO energy (alpha / beta) is -2.4656 / -2.5422 eV. The highest occupied orbital energy (alpha / beta) comes out at -0.3498 / -0.3497 Eh. The charge is 0.

---

4.
Entry from the OMol25 dataset: 2 unconnected molecules or ions with the total composition C6H9NOSe (wB97M-V/def2-TZVPD).

Each line ends with the Löwdin charge.
Atoms and positions in Å:
1 Se 2.0965 0.4105 -0.5370  0.942
2 O -2.3380 2.5599 -2.7073  0.149
3 N -0.4989 1.2958 -3.3397  0.183
4 C 0.5021 1.4409 -0.0994  -0.442
5 C -0.7906 -0.5076 1.0529  -0.195
6 C 0.5178 -1.2180 1.2423  -0.325
7 C 1.3616 -1.3801 -0.0211  -0.431
8 C -1.3519 1.9734 -2.8549  -0.461
9 C -0.5685 0.9545 0.5515  -0.144
10 H 2.1911 -2.0278 0.2453  0.066
11 H -1.2759 -1.0844 0.2745  0.109
12 H 0.3488 0.8075 -2.9277  0.072
13 H 1.0310 -0.6819 2.0157  0.094
14 H 0.6758 -1.6878 -0.7249  0.033
15 H 0.5731 2.4065 -0.3994  0.005
16 H -1.2886 1.7462 0.9082  0.118
17 H -1.2649 -0.6337 1.9579  0.081
18 H 0.5194 -2.2713 1.7453  0.145

The value obtained for the HOMO-LUMO gap is 9.1 eV. The energy above the lowest of the compared OMol25 structures with the same formula, charge and spin is 0.042 eV. The LUMO energy is 0.6224 eV. The highest occupied orbital energy comes out at -0.3111 Eh. As for the SMILES: C1=C[Se]CCC1.N=C=O. The charge is 0.

---

5.
Entry from the OMol25 dataset: 2 unconnected molecules or ions with the total composition C6H9NS (wB97M-V/def2-TZVPD).

Each line ends with the Löwdin charge.
Atoms and positions in Å:
1 S 3.2332 -3.0208 -1.3393  0.644
2 N 3.4915 -0.7799 0.3280  0.056
3 C -0.7415 -0.8717 -0.3121  -0.248
4 C 0.5482 -0.9075 -0.1422  0.029
5 C -0.2475 1.6339 0.0951  -0.101
6 C -2.0220 -1.4017 -0.7135  -0.068
7 C -0.0466 0.1768 0.6282  -0.307
8 C 3.0437 -1.6963 -0.4613  -0.798
9 H 0.1891 1.6421 -0.8623  0.037
10 H 2.9322 0.0736 0.3569  0.109
11 H 0.2464 2.3223 0.8838  0.087
12 H -2.6702 -1.8899 0.2041  0.150
13 H -1.2755 2.0134 -0.1435  0.076
14 H -1.8285 -2.1154 -1.4157  0.033
15 H -2.6736 -0.8055 -1.3350  0.069
16 H -0.2956 0.0502 1.7488  0.125
17 H 4.3083 -0.9827 0.8685  0.108

The value obtained for the HOMO-LUMO gap (alpha / beta) is 6.5 / 7.8 eV. The energy above the lowest of the compared OMol25 structures with the same formula, charge and spin is 6.956 eV. The LUMO energy (alpha / beta) is -0.4319 / 0.1112 eV. The highest occupied orbital energy (alpha / beta) comes out at -0.2534 / -0.2819 Eh. The charge is 0.

---

6.
Entry from the OMol25 dataset: C6H9NS in the gas phase (wB97M-V/def2-TZVPD).

Each line ends with the Löwdin charge.
Atoms and positions in Å:
1 S 0.2098 1.4161 -0.6554  0.896
2 N 2.6172 -0.3825 0.5167  -0.030
3 C -0.3839 0.5558 0.8481  -0.476
4 C 0.1510 -0.3180 -0.2551  -0.694
5 C -1.0286 -1.1588 -0.7398  -0.162
6 C -1.8419 0.2506 0.9527  -0.111
7 C 1.5120 -1.0535 -0.0514  -0.301
8 C -2.1942 -0.6286 0.0318  -0.104
9 H -0.8646 -2.1395 -0.2756  0.118
10 H -2.5153 0.7809 1.6367  0.110
11 H -3.2139 -0.9546 -0.1899  0.111
12 H -1.1370 -1.3641 -1.8126  0.126
13 H 2.5424 -0.0862 1.5337  0.099
14 H 1.3057 -1.9906 0.4975  0.123
15 H 0.1807 0.7433 1.7935  0.118
16 H 1.8601 -1.3347 -1.0474  0.114
17 H 2.8784 0.4804 0.0170  0.064

The value obtained for the HOMO-LUMO gap is 9.7 eV. The energy above the lowest of the compared OMol25 structures with the same formula, charge and spin is 1.167 eV. The LUMO energy is 0.9143 eV. The highest occupied orbital energy comes out at -0.3214 Eh. As for the SMILES: NC[C@@]12CC=C[C@@H]1S2. The charge is 0.

---

7.
Entry from the OMol25 dataset: C6H9OPS2 in the gas phase (wB97M-V/def2-TZVPD).

Each line ends with the Löwdin charge.
Atoms and positions in Å:
1 S -2.7376 -0.3508 -0.7650  0.428
2 S -1.1370 2.5884 -1.2859  0.260
3 P -0.9006 0.7986 -0.7228  0.041
4 O 0.1191 -0.1570 -1.5342  -0.421
5 C 0.7725 0.9321 2.0218  -0.053
6 C 1.6607 0.0023 2.3378  -0.098
7 C 1.2648 -1.2234 1.7171  -0.124
8 C 0.2605 -0.0402 -2.9428  -0.128
9 C -0.2942 0.2974 1.0722  -0.377
10 C 0.2147 -1.0522 0.9567  -0.206
11 H 0.4824 1.9656 2.2052  0.104
12 H 0.1382 1.0013 -3.2516  0.056
13 H 1.0839 -0.5561 -3.2837  0.053
14 H -1.2693 0.1905 1.5942  0.110
15 H -3.2594 0.4312 0.2877  -0.126
16 H 2.4551 -0.0635 3.0787  0.109
17 H 1.8979 -2.1509 1.5956  0.130
18 H -0.2200 -1.9019 0.3864  0.121
19 H -0.5317 -0.7115 -3.4673  0.119

The value obtained for the HOMO-LUMO gap is 9.3 eV. The energy above the lowest of the compared OMol25 structures with the same formula, charge and spin is 0.283 eV. The LUMO energy is 0.4612 eV. The highest occupied orbital energy comes out at -0.3246 Eh. As for the SMILES: CO[P@@](=S)(S)C1C=CC=C1. The charge is 0.

---

8.
Entry from the OMol25 dataset: C6H9P in the gas phase (wB97M-V/def2-TZVPD).

Each line ends with the Löwdin charge.
Atoms and positions in Å:
1 P 1.7583 -1.6123 -1.6741  0.846
2 C 0.9766 -0.0847 -0.8037  -0.524
3 C 0.0630 -1.0040 -1.5353  -0.454
4 C -1.5222 1.4662 0.4045  -0.096
5 C -0.4109 0.6049 1.0039  -0.223
6 C 0.9014 -0.0242 0.6990  -0.206
7 C -1.4944 0.7342 1.7237  -0.008
8 H -2.1256 0.8913 -0.3422  0.093
9 H -0.2918 -0.6581 -2.5172  0.066
10 H -1.8946 0.7609 2.6813  0.069
11 H -0.6799 -1.6350 -0.9329  0.111
12 H 1.0828 -0.9097 1.4416  0.153
13 H 1.2969 0.9092 -1.0471  0.102
14 H 2.0154 -2.5687 -0.5589  -0.083
15 H -1.3801 2.5112 0.5407  0.067
16 H 1.7052 0.6188 0.9166  0.087

The value obtained for the HOMO-LUMO gap is 10.0 eV. The energy above the lowest of the compared OMol25 structures with the same formula, charge and spin is 3.774 eV. The LUMO energy is 1.0852 eV. The highest occupied orbital energy comes out at -0.3264 Eh. As for the SMILES: C1=C(C[C@@H]2CP2)C1. The charge is 0.

---

9.
Entry from the OMol25 dataset: C6N2 in the gas phase (wB97M-V/def2-TZVPD).

Each line ends with the Löwdin charge.
Atoms and positions in Å:
1 N -0.2984 -3.6596 2.6657  0.123
2 N -0.3442 3.3621 -2.9314  0.191
3 C 0.4400 -2.6145 2.0377  -0.133
4 C -0.2379 1.5048 -1.2518  -0.003
5 C 0.3271 -0.3640 0.5785  0.053
6 C -0.3619 2.3771 -2.2933  -0.214
7 C 0.5369 -1.3608 1.4501  -0.042
8 C -0.0615 0.7549 -0.2555  0.026

The value obtained for the HOMO-LUMO gap is 7.7 eV. The energy above the lowest of the compared OMol25 structures with the same formula, charge and spin is 1.275 eV. The LUMO energy is -2.4273 eV. The highest occupied orbital energy comes out at -0.3740 Eh. As for the SMILES: N#CC#CC#CC#N. The charge is 0.

---

10.
Entry from the OMol25 dataset: C6N4O4 in the gas phase (wB97M-V/def2-TZVPD).

Each line ends with the Löwdin charge.
Atoms and positions in Å:
1 O -1.3711 2.0001 1.0998  0.158
2 O -0.9347 -2.3848 -0.8062  0.138
3 O 0.8197 2.6331 -0.3384  0.101
4 O 1.2864 -2.2442 1.2297  0.262
5 N -3.6272 0.1600 -0.6231  0.344
6 N 3.7900 0.0140 -0.6021  0.263
7 N -2.5784 -0.1267 -0.3633  0.015
8 N 2.7013 0.1627 -0.4029  -0.098
9 C 1.4878 0.3239 -0.2056  -0.043
10 C 0.6409 1.4565 -0.0615  -0.354
11 C 0.5997 -1.5440 0.6504  -0.062
12 C -0.6643 -1.4461 -0.0685  -0.335
13 C -1.3859 -0.1785 0.0693  -0.128
14 C -0.7793 1.1610 0.4894  -0.262

The value obtained for the HOMO-LUMO gap is 7.6 eV. The energy above the lowest of the compared OMol25 structures with the same formula, charge and spin is 2.690 eV. The LUMO energy is -1.8784 eV. The highest occupied orbital energy comes out at -0.3477 Eh. The charge is 0.

---

Number 1: maximum force 0.053 hartree/bohr, energy -11950.9260 eV. Number 2: maximum force 0.010 hartree/bohr, energy -11953.1011 eV. Number 3: maximum force 0.018 hartree/bohr, energy -70605.5003 eV. Number 4: maximum force 0.084 hartree/bohr, energy -75250.1713 eV. Number 5: maximum force 0.072 hartree/bohr, energy -18686.2542 eV. Number 6: maximum force 0.061 hartree/bohr, energy -18692.0438 eV. Number 7: maximum force 0.076 hartree/bohr, energy -39373.7374 eV. Number 8: maximum force 0.053 hartree/bohr, energy -15651.9723 eV. Number 9: maximum force 0.272 hartree/bohr, energy -9193.1941 eV. Number 10: maximum force 0.105 hartree/bohr, energy -20365.5424 eV.